The following is a quantum chemistry calculation of a single C3H2N2S2 molecule, from the Open Molecules 2025 dataset.

XYZ file:
```
9
Properties=species:S:1:pos:R:3:lowdin_charge:R:1
C 0.58154 0.81664 0.78008 -0.26
C 0.44338 1.36145 -0.45890 -0.62
C -0.53630 -1.12404 0.30101 -0.99
N 0.12557 -0.32945 1.19636 0.00
N -0.63540 -0.78680 -0.92146 0.09
S 0.35439 2.22146 -1.73786 0.81
S -1.17007 -2.54602 1.05147 0.77
H 1.13496 1.39220 1.52094 0.12
H -1.11364 -1.39013 -1.57136 0.06
```

Summary:
Total charge: 0
LUMO level (alpha / beta), eV: -1.6 / -2.4
HOMO-LUMO gap (alpha / beta), eV: 8.009 / 5.565
Electronic energy, eV: -27790.2178
HOMO energy (alpha / beta), eV: -9.66 / -7.96